1.
131
Properties=species:S:1:pos:R:3 method="wB97M-V/def2-TZVPD" gap_ha=0.2367 charge=+1 e_homo_ev=-9.525 lumo_energy_ha=-0.1134 multiplicity=1
C -5.31 -1.79 2.19
C -4.72 -2.53 1.23
C -5.13 -2.41 -0.23
N -3.98 -2.57 -1.16
C -3.73 -1.69 -2.14
N -4.59 -1.44 -3.13
C -4.28 -0.42 -4.16
C -5.22 0.78 -4.07
C -4.81 1.67 -2.88
C -6.01 2.18 -2.09
C -3.86 2.82 -3.29
P -6.12 -2.29 -3.32
N -6.05 -3.81 -3.12
O -7.13 -1.55 -2.39
O -6.65 -1.87 -4.75
N -2.49 -1.06 -2.22
O -1.75 -1.65 -3.32
C -1.63 -1.18 -0.98
C -2.27 -0.30 0.09
C -2.44 1.16 -0.28
N -1.47 1.95 -0.42
C -0.23 -0.67 -1.42
C 0.73 -0.17 -0.32
C 1.56 1.06 -0.74
C 3.06 0.86 -0.50
C 3.89 2.04 -1.02
C -1.51 -2.68 -0.60
P -0.82 -3.24 1.03
C -1.49 -2.47 2.57
C -1.95 -3.54 3.57
C 1.02 -3.39 1.06
C 1.75 -2.51 2.08
C -2.85 -3.41 -0.82
F -2.69 -4.26 -1.93
H -4.74 -1.23 2.93
H -6.39 -1.76 2.25
H -4.00 -3.30 1.49
H -5.91 -3.13 -0.48
H -5.57 -1.43 -0.39
H -3.26 -0.07 -4.10
H -4.40 -0.88 -5.15
H -5.16 1.36 -4.99
H -6.25 0.46 -3.88
H -4.26 1.02 -2.19
H -6.60 1.35 -1.69
H -5.64 2.72 -1.22
H -6.62 2.87 -2.68
H -2.96 2.80 -2.69
H -4.35 3.78 -3.09
H -3.58 2.76 -4.34
H -5.17 -4.22 -2.86
H -7.62 -2.23 -1.81
H -6.14 -2.32 -5.43
H -2.19 -2.47 -3.57
H -3.27 -0.64 0.35
H -1.69 -0.31 1.00
H -3.47 1.53 -0.35
H -1.79 2.90 -0.62
H -0.41 0.16 -2.10
H 0.28 -1.47 -1.95
H 1.47 -0.96 -0.16
H 0.26 0.00 0.65
H 1.23 1.91 -0.15
H 1.41 1.28 -1.80
H 3.39 -0.07 -0.99
H 3.23 0.74 0.57
H 4.64 2.33 -0.28
H 3.22 2.90 -1.15
H 4.38 1.82 -1.96
H -0.85 -3.13 -1.34
H -2.26 -1.72 2.40
H -0.67 -1.93 3.05
H -1.54 -3.32 4.55
H -1.59 -4.53 3.31
H -3.04 -3.55 3.70
H 1.43 -3.20 0.06
H 1.22 -4.42 1.31
H 1.34 -1.50 2.10
H 1.64 -2.92 3.09
H 2.80 -2.41 1.83
H -3.06 -4.05 0.02
C 6.93 -0.35 0.71
S 6.56 0.80 2.03
O 6.15 2.08 1.38
C 8.25 1.00 2.60
H 6.00 -0.58 0.19
H 7.64 0.11 0.02
H 7.35 -1.27 1.13
H 8.87 1.37 1.78
H 8.62 0.05 2.97
H 8.25 1.73 3.40
C -10.84 -3.67 -0.95
S -9.20 -4.39 -0.86
O -8.24 -3.23 -0.77
C -9.10 -4.97 -2.55
H -11.06 -3.21 0.01
H -10.86 -2.92 -1.74
H -11.56 -4.46 -1.16
H -9.22 -4.10 -3.20
H -9.87 -5.70 -2.77
H -8.11 -5.39 -2.68
C -5.80 5.61 -6.21
S -7.08 5.55 -4.96
O -6.47 4.97 -3.74
C -8.05 4.25 -5.73
H -5.06 6.34 -5.89
H -5.33 4.62 -6.30
H -6.23 5.91 -7.16
H -7.43 3.36 -5.85
H -8.42 4.60 -6.70
H -8.89 4.03 -5.08
C 10.99 4.27 4.47
S 11.83 2.74 4.03
O 10.89 1.97 3.16
C 11.76 2.00 5.66
H 10.90 4.86 3.56
H 10.01 4.04 4.87
H 11.59 4.80 5.20
H 10.71 1.93 5.97
H 12.33 2.61 6.35
H 12.20 1.01 5.59
C 16.94 3.05 6.72
S 15.78 1.70 6.89
O 14.52 2.13 6.21
C 15.51 1.88 8.65
H 17.20 3.14 5.67
H 16.47 3.98 7.06
H 17.84 2.84 7.30
H 15.14 2.89 8.86
H 16.45 1.70 9.18
H 14.77 1.14 8.95

---

2.
131
Properties=species:S:1:pos:R:3 method="wB97M-V/def2-TZVPD" gap_ha="0.2864 / 0.2672" e_homo_ev="-8.140 / -8.045" lumo_energy_ha="-0.0127 / -0.0285" multiplicity=3 relative_energy_kcal_mol=82.0
Pt -0.68 -2.44 -2.25
C -4.38 -1.81 -0.32
C -3.65 -2.91 -1.10
C -4.72 -3.96 -1.62
O -2.87 -2.49 -2.21
H -4.81 -2.14 0.62
H -5.20 -1.35 -0.87
H -3.73 -0.97 -0.09
H -2.99 -3.38 -0.37
H -4.94 -3.98 -2.69
H -5.67 -4.04 -1.09
H -4.23 -4.89 -1.34
C -0.63 -0.54 1.44
C -0.32 0.19 0.14
C 0.78 1.14 0.19
O -0.25 -0.61 -1.04
H -1.62 -0.97 1.30
H -0.69 0.20 2.23
H 0.00 -1.37 1.76
H -1.21 0.79 -0.09
H 1.24 1.46 -0.75
H 1.61 0.75 0.77
H 0.48 2.04 0.73
C -3.34 0.46 4.31
O -4.41 0.97 3.97
N -3.18 -0.86 4.47
C -1.91 -1.41 4.87
C -4.09 -1.93 4.06
H -2.42 1.04 4.46
H -1.37 -1.84 4.04
H -2.02 -2.09 5.72
H -1.33 -0.57 5.25
H -5.13 -1.61 4.17
H -3.93 -2.27 3.04
H -3.99 -2.76 4.76
C 2.62 -2.80 -2.76
O 1.45 -2.74 -2.49
N 3.37 -1.77 -3.32
C 4.80 -1.83 -3.63
C 2.82 -0.38 -3.21
H 3.15 -3.76 -2.69
H 5.01 -1.06 -4.37
H 5.24 -2.82 -3.78
H 5.22 -1.42 -2.71
H 3.47 0.49 -3.30
H 2.14 -0.27 -4.05
H 2.23 -0.19 -2.31
C 2.91 -1.40 6.26
O 3.15 -0.32 6.73
N 2.27 -1.59 5.05
C 2.37 -3.01 4.52
C 1.79 -0.54 4.17
H 3.23 -2.34 6.74
H 3.18 -3.27 3.83
H 1.42 -3.06 3.97
H 2.34 -3.74 5.32
H 1.69 0.38 4.75
H 2.34 -0.41 3.23
H 0.78 -0.85 3.91
C 5.51 -3.26 2.05
O 4.98 -4.30 2.40
N 5.01 -2.27 1.22
C 5.64 -0.94 1.07
C 3.62 -2.27 0.75
H 6.54 -2.95 2.31
H 5.38 -0.59 0.07
H 6.71 -0.97 1.27
H 5.18 -0.17 1.69
H 2.98 -1.70 1.41
H 3.74 -1.86 -0.25
H 3.19 -3.23 0.46
C -4.71 4.41 -0.44
O -5.83 3.95 -0.66
N -3.75 3.69 0.14
C -2.40 4.20 0.15
C -4.04 2.33 0.71
H -4.39 5.43 -0.69
H -2.12 5.08 -0.43
H -1.79 3.48 -0.39
H -1.86 4.29 1.09
H -5.12 2.16 0.63
H -3.59 1.54 0.11
H -3.77 2.26 1.76
C -4.89 0.27 -3.47
O -5.92 0.34 -4.24
N -3.80 0.96 -3.67
C -2.68 0.92 -2.78
C -3.72 1.93 -4.75
H -4.79 -0.28 -2.52
H -2.97 0.28 -1.94
H -2.53 1.95 -2.44
H -1.75 0.64 -3.26
H -2.76 1.95 -5.27
H -4.47 1.62 -5.49
H -3.95 2.94 -4.41
C 0.31 -4.09 0.28
O -0.28 -3.78 -0.73
N 1.01 -5.23 0.35
C 1.84 -5.49 1.55
C 1.15 -6.16 -0.78
H 0.31 -3.55 1.24
H 2.86 -5.75 1.25
H 1.46 -6.22 2.26
H 2.06 -4.57 2.08
H 0.22 -6.15 -1.36
H 2.04 -5.98 -1.37
H 1.13 -7.18 -0.40
C 0.42 4.98 -4.33
O 0.89 6.10 -4.28
N 1.11 3.89 -3.91
C 0.48 2.61 -3.98
C 2.49 4.00 -3.49
H -0.60 4.75 -4.68
H -0.53 2.68 -4.38
H 0.69 1.99 -3.11
H 1.00 1.95 -4.67
H 2.80 4.99 -3.16
H 2.60 3.44 -2.56
H 3.11 3.51 -4.24
C 2.36 6.98 0.84
O 3.24 6.92 1.69
N 1.58 5.98 0.38
C 0.58 6.22 -0.66
C 1.63 4.59 0.92
H 1.99 7.94 0.43
H -0.39 5.78 -0.43
H 0.89 5.74 -1.59
H 0.42 7.29 -0.77
H 2.16 4.55 1.86
H 0.61 4.23 1.07
H 2.10 4.00 0.12